[1]
This record from OMol25 describes a single C23H29NO5 molecule. The level of theory is ωB97M-V/def2-TZVPD.

The geometry in XYZ format:
```
58
C23H29NO5 ωB97M-V/def2-TZVPD
O -5.585 -0.544 0.875
H -2.632 1.919 0.734
H -0.389 0.169 -2.267
C 5.163 -2.474 0.636
C -0.358 0.993 -1.551
H -1.631 2.977 -0.286
C -7.063 1.391 0.697
O -2.183 -1.038 -1.644
H -7.068 2.378 0.245
H 0.948 2.909 0.033
N -1.590 0.967 -0.798
H 4.152 -2.523 1.053
H -4.769 -2.966 1.009
H -1.056 -2.977 -1.061
H -7.205 1.489 1.773
C -3.745 0.031 -0.242
H -0.645 -2.881 0.656
C 3.413 1.113 -0.720
H 1.625 1.741 1.177
H 2.037 2.072 -2.035
H 6.614 1.080 1.437
C -4.367 -0.961 0.469
H -3.275 -2.721 0.075
H -4.545 2.048 -0.797
O 1.035 -1.443 -1.050
C -1.682 1.998 0.208
C 5.158 2.299 0.433
C -0.524 1.857 1.197
C -5.775 0.711 0.402
C 4.005 2.307 -0.336
H 1.734 -2.955 0.169
H 5.127 -2.691 -0.437
C -2.444 -0.077 -0.936
H 3.569 3.247 -0.641
O 0.952 -0.807 1.095
H -0.609 0.902 1.717
H -0.579 2.656 1.937
C -3.909 -2.318 0.859
H -0.309 1.945 -2.095
H -3.337 -2.283 1.787
H 1.422 -3.344 -1.552
C 5.137 -0.102 0.454
C 5.722 1.107 0.833
C 3.992 -0.089 -0.331
C 0.953 -0.537 -0.078
H -7.896 0.812 0.301
C 0.892 0.876 -0.656
C 2.146 1.110 -1.530
C -4.675 1.115 -0.288
H -0.358 -4.387 -0.232
O 5.763 -1.229 0.896
H 5.616 3.232 0.725
H 2.188 0.327 -2.289
C 0.815 1.915 0.468
H 5.792 -3.213 1.130
H 3.541 -1.012 -0.658
C -0.349 -3.303 -0.301
C 1.044 -2.819 -0.672
```

Its HOMO energy is -8.30 eV. As for the SMILES: CCOC(=O)[C@]1(Cc2cccc(OC)c2)CCCN(C(=O)c2cc(C)oc2C)C1. The spin multiplicity is 1. As for the net charge: 0. As for the maximum force: 0.02103 Eh/bohr. Its HOMO-LUMO gap is 9.060 eV. For the relative energy (zero: lowest compared OMol25 entry of this formula, charge and spin), the calculation gives 0.0 kJ/mol.

[2]
This record from OMol25 describes a single C27H27N3O5 molecule. The level of theory is ωB97M-V/def2-TZVPD.

The geometry in XYZ format:
```
62
C27H27N3O5 ωB97M-V/def2-TZVPD
H 1.747 -1.082 -5.454
C -0.794 -2.597 0.167
H -2.307 -0.049 -2.281
C 0.601 0.428 0.989
O -2.069 -2.874 2.664
H 0.267 2.538 1.399
H 3.134 -0.556 0.892
O 4.415 1.243 -3.100
H -3.536 -0.659 -0.233
C -1.887 -0.766 -1.589
O 2.125 -1.783 -2.766
C -0.630 -1.317 -1.852
H 6.289 0.907 -2.273
C -0.365 -0.083 4.383
H 0.865 -2.698 -1.181
O -3.865 -1.753 1.913
H -1.693 2.238 -0.235
C -2.222 1.668 1.761
H 4.807 -0.258 -0.844
C 0.252 1.590 1.940
C 2.365 1.735 -2.087
C 1.746 -0.348 -4.641
N 0.042 -0.871 -2.993
O -3.284 -1.080 5.311
H -1.806 3.584 0.907
H 2.164 2.374 -2.934
C -0.098 -2.261 -0.976
C 5.656 0.577 -3.102
H -5.342 -1.234 3.186
C 1.426 1.554 -1.096
C -2.580 -1.109 -0.447
H 5.526 -0.508 -3.054
C 3.867 0.263 -0.930
C -1.374 0.482 3.454
H 6.132 0.845 -4.045
H -4.283 1.013 2.011
H -0.877 -0.680 5.133
C -2.243 2.627 0.623
H 2.769 0.016 -4.513
H -0.487 -0.216 -3.557
C 0.891 0.748 -4.987
C -2.028 -2.015 0.456
C 3.589 1.067 -2.026
H 0.346 -0.722 3.860
H 0.966 1.648 2.763
H -3.272 2.796 0.320
C 2.913 0.095 0.059
C -3.422 -0.832 4.135
N -1.073 1.359 2.457
C -4.351 -1.687 3.249
H 0.187 0.711 4.886
C -2.639 -2.284 1.779
H 0.472 2.056 -1.179
H -0.313 0.184 0.444
H 0.873 -0.449 1.577
C 1.677 0.716 -0.014
H -0.384 -3.306 0.870
N 0.180 1.610 -5.235
C 1.337 -1.079 -3.348
C -3.254 0.966 2.308
C -2.729 0.204 3.389
H -4.423 -2.686 3.689
```

Its HOMO energy is -8.07 eV. As for the SMILES: COc1ccc(CCn2c(C)cc(C(=O)COC(=O)c3ccc(NC(=O)CC#N)cc3)c2C)cc1. The spin multiplicity is 1. As for the net charge: 0. As for the maximum force: 0.01813 Eh/bohr. Its HOMO-LUMO gap is 8.301 eV. For the relative energy (zero: lowest compared OMol25 entry of this formula, charge and spin), the calculation gives 99.0 kJ/mol.

[3]
This record from OMol25 describes 15 unconnected molecules or ions with the total composition C27H77N2O17. The level of theory is ωB97M-V/def2-TZVPD.

The geometry in XYZ format:
```
123
C27H77N2O17 ωB97M-V/def2-TZVPD
H 0.492 -5.020 4.279
H 6.388 9.727 -1.508
H -3.294 2.358 3.684
H -0.881 1.250 -1.613
O -0.842 -10.872 6.770
H -0.533 1.119 3.064
N 2.612 2.168 0.518
N 1.351 2.077 0.134
H 3.080 -4.641 -13.009
H 1.916 -0.024 -2.386
C 3.262 5.651 0.353
H 0.444 -0.338 -3.431
H 2.017 -2.581 4.840
H -2.852 -1.879 1.862
H -0.545 -1.045 0.883
H 2.518 5.443 -0.417
C 0.145 1.410 -2.084
H 4.293 8.058 -6.445
H -11.915 0.968 6.412
H 3.173 -4.976 -11.262
H 2.537 -0.666 3.668
H -1.650 -3.075 -5.432
O -10.593 1.934 5.154
C -11.508 1.967 6.242
H -1.592 -2.005 -4.010
H 2.007 -1.202 -7.685
H -8.241 1.540 4.189
H -0.508 -6.685 8.774
C 2.497 -4.848 -12.108
H -0.922 -9.931 4.949
O -0.295 4.289 -5.165
H 2.939 -0.913 6.598
H 4.904 7.972 -1.540
H 2.110 2.500 -1.890
O 1.029 -1.985 -0.886
H 3.902 0.133 4.698
H -0.248 -1.584 -6.476
H -3.154 -2.701 0.183
H 1.755 -3.786 -8.833
C 4.917 7.190 -6.218
H -0.109 -2.829 -4.554
H -3.530 2.533 1.404
H 4.999 6.563 -7.106
H 3.577 0.671 -0.630
O -6.915 2.508 2.935
H 5.072 -0.146 -0.114
H 1.433 0.171 6.431
H 3.276 -2.999 -8.345
O 4.376 -0.632 -1.994
H -8.644 3.237 3.799
C 0.776 -0.045 -2.361
H -1.670 -3.207 1.206
H 2.798 5.559 1.339
H -7.404 2.213 2.156
C 2.897 1.903 1.870
C -1.454 -6.815 8.242
H 4.402 7.132 0.863
H -0.673 -6.144 5.041
C 0.353 1.416 2.403
H -7.310 2.869 4.918
C -3.828 1.613 3.087
C -0.089 -5.235 5.181
H -2.053 -7.587 8.731
H 0.588 -5.367 6.024
H 0.332 5.024 -5.163
C -1.505 -1.145 0.254
H -3.644 0.620 3.501
H -1.549 -4.053 4.696
C 1.820 1.527 2.968
H 2.293 -2.314 -9.674
H 4.263 7.011 -4.401
H 4.826 10.150 -2.271
O 2.126 1.309 4.321
C 1.105 2.431 -1.328
H -4.900 1.820 3.105
H -11.085 1.639 4.377
C 2.091 -0.594 5.903
H -0.609 2.578 -6.252
H -0.713 -8.021 6.917
O 4.323 6.432 -5.175
H -0.887 1.695 0.482
O -0.738 -1.245 -5.714
O 1.539 -2.042 -7.772
C -7.835 2.539 4.022
H 1.041 -3.666 -12.599
H 4.860 -1.468 -1.981
H -2.115 -0.170 0.317
O -1.229 -1.378 -1.159
H -2.003 -5.873 8.249
H 4.086 4.939 0.259
C 0.181 -1.201 -1.401
H 0.657 3.497 -1.322
H 0.037 3.956 -7.175
C 2.775 0.014 4.551
H 1.912 -5.761 -12.244
H -0.062 1.870 -3.126
H -1.431 -11.399 7.324
H -2.448 -9.944 5.868
H 5.915 7.517 -5.913
O 1.627 -3.757 -11.838
O -1.199 -7.186 6.895
O -3.355 1.646 1.744
H -1.866 -11.437 5.068
H -10.979 2.298 7.135
H 6.243 9.773 -3.282
H -12.318 2.667 6.021
C -1.565 -10.528 5.596
O 3.746 6.972 0.172
C 0.177 1.742 0.873
C -2.362 -2.332 0.920
C 5.724 9.533 -2.353
H 0.898 -2.518 6.343
O -0.962 -4.147 5.457
C 1.283 -1.929 5.446
H 3.523 -1.046 -0.162
C 0.083 3.420 -6.224
H 3.981 1.996 2.228
H 0.444 -1.574 4.746
C 4.124 -0.271 -0.645
O 5.362 8.159 -2.373
H 1.097 3.049 -6.054
C -1.038 -2.356 -4.882
C 2.261 -2.829 -8.712
```

Its HOMO energy is -11.42 eV. The spin multiplicity is 1. As for the net charge: +1. As for the maximum force: 0.10616 Eh/bohr. Its HOMO-LUMO gap is 7.140 eV.

[4]
This record from OMol25 describes a molecular structure, C27H27N4O4STi. The level of theory is ωB97M-V/def2-TZVPD.

The geometry in XYZ format:
```
64
C27H27N4O4STi ωB97M-V/def2-TZVPD
N -0.985 1.013 -1.643
H 6.377 0.470 4.567
C 4.660 -0.012 3.387
H -1.654 -4.001 -0.766
C -1.819 2.309 0.179
H 7.933 0.450 2.641
C -3.439 4.082 -0.156
H -4.034 4.690 -0.829
C 0.181 -0.577 -4.693
C 6.879 0.245 2.494
O -1.015 -1.781 0.723
H -2.786 3.684 3.140
C 1.606 -0.131 -5.029
C 6.003 0.254 3.574
O 0.045 0.859 0.491
H -0.153 2.957 -3.148
H -0.420 -0.608 -5.605
H 3.963 -0.008 4.214
C 5.047 -0.286 1.028
C -2.733 3.524 2.069
C -1.777 -2.356 1.668
H 0.498 2.685 -4.774
N -0.504 0.276 -3.743
H -2.142 -2.395 -1.330
C -2.232 -2.757 4.033
H 0.142 -1.590 4.431
H -1.943 -2.640 5.071
S 0.604 -1.244 -1.837
H -1.300 1.931 2.227
H -2.565 2.927 -1.736
H -2.129 1.553 -3.677
H 7.068 -0.026 0.375
C 4.164 -0.294 2.110
N 0.719 -1.164 2.479
C -3.505 4.307 1.218
C -0.417 2.747 -4.183
H 2.077 -0.867 -5.685
O 2.291 -0.768 0.666
H -4.037 -3.809 4.476
C -1.387 -2.228 3.037
H 1.617 0.837 -5.530
C -1.901 2.542 1.566
C -0.351 0.134 -2.372
H -3.073 -3.823 -1.824
H 0.221 -1.582 -4.276
H 2.191 -0.063 -4.112
C -2.618 3.100 -0.671
C 2.751 -0.608 1.895
C -3.395 -3.411 3.700
H 4.652 -0.489 0.041
O -3.417 -3.278 0.082
H -1.480 1.231 -5.292
C -0.913 1.311 -0.337
C -3.747 -3.578 2.365
H -4.151 5.079 1.618
C -2.509 -3.366 -1.010
H -1.020 3.574 -4.564
N 1.964 -0.799 2.914
C -1.211 1.441 -4.255
Ti 0.461 -0.860 0.557
C 6.393 -0.023 1.222
C -2.941 -3.067 1.352
C -0.156 -1.620 3.388
H -4.649 -4.102 2.079
```

Its HOMO energy (spin up / spin down) is -2.59 / -5.13 eV. The expectation value of S² is 2.063. The spin multiplicity is 3. As for the net charge: -1. As for the maximum force: 0.05671 Eh/bohr. Its HOMO-LUMO gap (spin up / spin down) is 5.364 / 7.788 eV. For the relative energy (zero: lowest compared OMol25 entry of this formula, charge and spin), the calculation gives 113.2 kJ/mol.

[5]
This record from OMol25 describes a molecular structure, C10H33Ba3NO11. The level of theory is ωB97M-V/def2-TZVPD.

The geometry in XYZ format:
```
58
C10H33Ba3NO11 ωB97M-V/def2-TZVPD
H -1.312 1.329 -2.170
H 0.769 -0.346 3.148
C 0.895 0.341 -4.612
C -1.781 -0.795 3.495
H 3.697 0.089 -5.281
H 0.161 2.772 -0.691
C 0.845 2.447 -1.479
H 4.097 -0.547 -3.688
H -3.693 -0.163 0.594
O -0.961 2.478 2.376
H -0.320 -1.856 1.703
C -0.508 0.717 -2.595
O 1.680 -0.647 3.286
H 1.247 -0.913 6.464
O -2.457 -5.000 3.343
Ba -2.985 -3.482 1.120
H -0.913 1.508 2.391
C -0.365 1.026 -4.101
H 0.862 -2.791 1.409
Ba -1.135 1.791 6.390
O -4.710 0.699 2.389
H -1.216 0.572 -4.603
O -1.164 -0.386 2.472
N 1.933 0.445 -2.466
O 0.885 -0.097 6.085
H 0.602 3.053 -2.350
H 1.089 0.435 -5.683
O -2.684 -1.723 3.427
H 0.744 -0.743 -4.541
H 2.843 -1.297 -4.666
O -0.101 -2.736 1.346
C 0.766 0.953 -1.751
H 2.713 2.188 -5.309
H -2.167 -5.926 3.432
H 2.154 -0.339 2.501
O 3.037 0.298 -1.630
H 1.981 2.859 -3.848
O -2.992 -0.821 0.429
C 2.657 2.095 -4.226
H -0.285 2.769 2.991
H 1.293 0.378 0.291
H -0.960 -0.269 -2.423
C 3.278 -0.341 -4.372
H -0.374 0.589 0.036
H -4.365 -0.138 2.719
H 0.387 -0.395 5.302
H 2.970 -0.599 -1.273
C 2.228 0.665 -3.869
H 3.637 2.324 -3.802
H -2.004 -4.535 4.055
H -0.300 2.108 -4.196
C 0.506 0.176 -0.451
Ba -3.393 -2.063 6.070
H 0.562 -0.890 -0.674
H 1.848 2.771 -1.189
O -1.489 -0.382 4.684
H -5.465 0.904 2.958
H -2.264 -0.559 1.031
```

Its HOMO energy is -14.94 eV. The spin multiplicity is 1. As for the net charge: +4. As for the maximum force: 0.04107 Eh/bohr. Its HOMO-LUMO gap is 1.382 eV.

[6]
This record from OMol25 describes a molecular structure, C11H14NO7S. The level of theory is ωB97M-V/def2-TZVPD.

The geometry in XYZ format:
```
34
C11H14NO7S ωB97M-V/def2-TZVPD
H 3.869 0.495 -3.642
O 2.746 -0.661 2.783
C -4.312 0.372 0.645
H 3.071 -1.259 0.261
H -2.652 -1.082 -2.706
H -0.169 1.055 0.178
H 3.589 -0.361 2.983
H 0.610 -1.425 1.410
O 4.776 0.317 -1.684
C 0.331 0.074 -0.030
O 4.438 0.063 1.004
C 2.632 0.669 -0.600
H 2.754 1.764 -0.372
O 3.149 1.018 -3.054
C -5.159 -0.167 -0.509
O -0.113 0.367 2.164
C -2.344 -0.745 -0.617
C 2.246 0.055 1.708
H -4.936 0.067 1.574
H -4.181 1.529 0.480
H -5.271 -0.643 -2.480
H 5.034 0.030 0.236
C -4.553 -0.606 -1.700
H -1.156 0.180 1.928
N -3.026 -0.346 0.664
C 0.767 -0.372 1.287
S -0.680 -1.237 -0.839
C 3.565 0.614 -1.807
H -6.237 -0.021 -0.489
O -2.337 -0.296 1.624
C -3.146 -0.778 -1.804
O 1.319 0.392 -1.047
H 2.273 1.150 1.905
C 3.104 -0.215 0.547
```

Its HOMO energy is -2.28 eV. The spin multiplicity is 1. As for the net charge: -1. As for the maximum force: 0.22440 Eh/bohr. Its HOMO-LUMO gap is 4.756 eV. For the relative energy (zero: lowest compared OMol25 entry of this formula, charge and spin), the calculation gives 256.3 kJ/mol.

[7]
This record from OMol25 describes a molecular structure, C34H27BrN7O6V. The level of theory is ωB97M-V/def2-TZVPD.

The geometry in XYZ format:
```
76
C34H27BrN7O6V ωB97M-V/def2-TZVPD
H 0.810 -2.142 -2.091
H -0.087 2.346 0.852
H -3.922 -5.709 0.466
C -0.688 -2.847 -5.038
N 2.011 0.489 -1.650
N -1.457 2.306 -0.690
H 2.144 -2.677 8.538
C -3.464 -4.739 0.611
C 0.156 -2.063 -2.947
C -1.420 4.046 0.916
Br 1.866 2.813 2.645
O -0.259 -3.165 -0.021
C -1.549 -3.305 0.396
C -3.051 2.158 -2.495
H -0.684 -3.563 -5.849
C 0.181 -2.995 -3.967
C -2.153 -4.541 0.210
C 3.404 -0.229 6.573
H 1.157 -0.830 3.659
O -3.175 0.571 -4.873
H 0.975 2.544 -4.763
C 2.927 2.957 -5.577
H -1.575 -5.338 -0.240
C 1.042 -0.484 6.209
H 2.541 3.468 -6.448
H 4.277 -1.539 8.020
N 0.167 0.203 2.181
C -1.534 -0.888 -4.000
C -2.277 -2.260 0.979
H 0.066 -1.975 7.398
C -3.068 4.050 -0.823
H 4.979 3.223 -6.131
N -0.375 -1.007 1.763
C 1.007 -1.499 7.154
C -0.917 2.868 0.395
V -0.855 0.508 -1.533
H 0.122 -2.360 0.369
C 1.698 1.256 3.722
H -0.428 -1.701 2.509
C -4.189 -3.713 1.203
N -2.308 1.002 -2.752
H 0.874 -3.822 -3.915
H 2.940 2.087 5.165
H 0.123 -0.153 5.739
H -0.961 4.475 1.795
H -4.148 -1.660 1.822
C 2.043 2.443 -4.640
C -3.591 -2.478 1.378
C 3.923 1.648 -3.328
H -2.324 -0.192 1.608
H -2.264 -1.595 -5.861
C 3.370 -1.248 7.509
N -0.691 -1.030 -2.967
N 1.631 1.254 -2.573
C -1.661 -0.899 1.100
C 2.244 0.151 5.896
H 4.338 0.275 6.354
H 5.855 2.063 -4.131
H -5.211 -3.873 1.517
C 4.788 2.166 -4.274
C -2.455 0.305 -3.951
H -2.916 5.568 0.686
C 2.557 1.793 -3.533
C 0.960 0.127 3.168
C -2.511 2.878 -1.287
H -3.919 4.465 -1.345
H 4.294 1.145 -2.448
C -2.507 4.645 0.297
O 1.034 0.085 -0.921
O -1.473 -0.374 -0.211
C 2.319 1.237 4.903
C -1.562 -1.771 -5.057
C 4.295 2.819 -5.398
C 2.171 -1.888 7.799
O -4.006 2.569 -3.091
O 0.346 1.545 -2.691
```

Its HOMO energy (spin up / spin down) is -10.84 / -10.85 eV. The expectation value of S² is 0.761. The spin multiplicity is 2. As for the net charge: +1. As for the maximum force: 0.00998 Eh/bohr. Its HOMO-LUMO gap (spin up / spin down) is 6.881 / 7.347 eV. For the relative energy (zero: lowest compared OMol25 entry of this formula, charge and spin), the calculation gives 5.2 kJ/mol.

[8]
This record from OMol25 describes a molecular structure, C4H11ClFeNO2. The level of theory is ωB97M-V/def2-TZVPD.

The geometry in XYZ format:
```
20
C4H11ClFeNO2 ωB97M-V/def2-TZVPD
Cl 0.037 -2.413 0.903
H -1.502 1.451 -0.847
C -0.612 2.590 1.519
H -1.925 -0.490 1.824
H 2.269 -1.783 -3.907
N -1.137 1.258 1.216
C -0.944 0.817 -0.155
H 1.043 -0.905 -2.925
H 2.547 -1.134 -2.262
C -1.649 0.506 2.210
H 0.981 -2.583 -1.574
Fe 2.092 -3.202 1.881
H -0.836 2.941 2.520
H 0.466 2.678 1.358
H -1.389 -0.177 -0.188
C 1.838 -1.657 -2.918
O -1.758 0.861 3.366
H 0.105 0.883 -0.446
O 1.431 -2.909 -2.360
H -1.055 3.267 0.786
```

Its HOMO energy (spin up / spin down) is -11.80 / -11.80 eV. The expectation value of S² is 6.007. The spin multiplicity is 5. As for the net charge: +1. As for the maximum force: 0.06622 Eh/bohr. Its HOMO-LUMO gap (spin up / spin down) is 3.356 / 3.174 eV. For the relative energy (zero: lowest compared OMol25 entry of this formula, charge and spin), the calculation gives 25.7 kJ/mol.